Here is C6H13N in the gas phase from the OMol25 dataset. Energies are from ωB97M-V/def2-TZVPD.

The energy relative to the best compared isomer or geometry (same formula, charge and spin) comes out at 437.1 kJ/mol. The calculation puts the strongest force on any atom at 3.52 eV/A. The value obtained for the LUMO energy (spin up / spin down) is 0.947 / 1.002 eV. Its HOMO-LUMO gap (spin up / spin down) is 0.2780 / 0.2776 hartree.

Atoms and positions in Å:
C1 2.832 -0.459 -0.064
C2 1.347 -0.810 -0.175
C3 0.516 0.413 -0.560
N1 -0.926 0.173 -0.867
C4 -1.745 1.358 -0.864
C5 -1.381 -0.758 -0.042
C6 -2.031 -0.675 1.286
H1 3.013 0.323 0.684
H2 3.231 -0.105 -1.021
H3 3.417 -1.337 0.235
H4 1.191 -1.591 -0.924
H5 0.990 -1.224 0.773
H6 0.992 0.953 -1.384
H7 0.498 1.104 0.307
H8 -2.488 1.303 -1.676
H9 -1.147 2.253 -0.938
H10 -2.149 1.342 0.163
H11 -2.845 -0.084 1.736
H12 -2.208 -1.731 1.456
H13 -1.108 -0.448 1.874

Here is 2 unconnected molecules or ions with the total composition C6H13NO4 from the OMol25 dataset. Energies are from ωB97M-V/def2-TZVPD.

The SMILES is CC(=O)[C@H](C(C)C)[N+](=O)[O-].O. The energy relative to the best compared isomer or geometry (same formula, charge and spin) comes out at 398.8 kJ/mol. The calculation puts the strongest force on any atom at 4.15 eV/A. The value obtained for the LUMO energy is 0.352 eV. Its HOMO-LUMO gap is 0.3894 hartree.

Atoms and positions in Å:
C1 -0.006 2.314 1.064
C2 -1.081 1.328 0.505
O1 -2.221 1.611 0.350
C3 -0.526 -0.097 0.481
C4 0.717 -0.635 -0.266
C5 1.983 -0.378 0.397
C6 0.656 -2.205 -0.443
N1 -1.843 -0.917 0.282
O2 -2.525 -1.237 1.220
O3 -2.144 -1.107 -0.883
H1 0.934 2.382 0.499
H2 -0.448 3.294 0.996
H3 0.370 2.209 2.142
H4 -0.241 -0.310 1.457
H5 0.755 -0.243 -1.306
H6 2.069 -0.941 1.383
H7 2.843 -0.690 -0.324
H8 2.110 0.739 0.489
H9 0.093 -2.416 -1.375
H10 -0.021 -2.778 0.370
H11 1.640 -2.578 -0.456
O4 -0.784 1.081 -2.012
H12 -1.242 1.374 -2.873
H13 -1.088 0.202 -1.697

Here is a molecular structure, C4H9NS from the OMol25 dataset. Energies are from ωB97M-V/def2-TZVPD.

The energy relative to the best compared isomer or geometry (same formula, charge and spin) comes out at 317.8 kJ/mol. The calculation puts the strongest force on any atom at 2.83 eV/A. The value obtained for the LUMO energy is -0.246 eV. Its HOMO-LUMO gap is 0.2769 hartree.

Atoms and positions in Å:
C1 -1.110 1.385 0.177
C2 -0.084 0.533 0.029
C3 -0.326 -0.825 -0.564
C4 1.291 0.844 0.585
N1 -1.804 1.131 -2.995
S1 -0.854 2.011 -2.121
H1 -2.149 1.086 -0.241
H2 -0.939 2.412 0.505
H3 0.506 -1.175 -1.144
H4 -1.175 -0.673 -1.234
H5 -0.477 -1.562 0.306
H6 1.901 1.136 -0.265
H7 1.686 -0.087 0.934
H8 1.392 1.515 1.369
H9 -1.461 0.212 -3.195

Here is 3 unconnected molecules or ions with the total composition C5H12O2 from the OMol25 dataset. Energies are from ωB97M-V/def2-TZVPD.

The SMILES is C=C/C=C/C.O.O. The energy relative to the best compared isomer or geometry (same formula, charge and spin) comes out at 295.5 kJ/mol. The calculation puts the strongest force on any atom at 5.91 eV/A. The value obtained for the LUMO energy is 0.481 eV. Its HOMO-LUMO gap is 0.3364 hartree.

Atoms and positions in Å:
C1 0.822 2.618 -1.556
C2 0.368 1.379 -1.480
C3 -0.760 0.971 -0.771
C4 -1.199 -0.368 -0.949
C5 -2.328 -1.168 -0.285
H1 1.792 2.824 -1.907
H2 0.360 3.494 -1.227
H3 0.856 0.643 -2.125
H4 -1.147 1.567 0.093
H5 -0.541 -0.977 -1.505
H6 -3.022 -1.596 -1.043
H7 -2.208 -1.856 0.527
H8 -2.867 -0.278 0.075
O1 0.752 -1.930 3.002
H9 -0.184 -1.599 3.127
H10 0.990 -1.599 2.203
O2 1.784 -0.680 0.865
H11 2.710 -0.543 0.611
H12 1.556 0.197 0.479

Here is 2 unconnected molecules or ions with the total composition C2H3IN4 from the OMol25 dataset. Energies are from ωB97M-V/def2-TZVPD.

The energy relative to the best compared isomer or geometry (same formula, charge and spin) comes out at 216.1 kJ/mol. The calculation puts the strongest force on any atom at 4.48 eV/A. The value obtained for the LUMO energy is -0.700 eV. Its HOMO-LUMO gap is 0.3446 hartree.

Atoms and positions in Å:
C1 0.734 0.406 -0.965
C2 -0.855 -0.849 0.507
N1 1.455 1.455 -0.780
N2 1.297 1.835 0.464
N3 0.504 1.064 1.107
N4 0.167 0.060 0.242
I1 -2.839 -0.398 -0.123
H1 0.733 -0.337 -1.670
H2 -0.883 -1.050 1.609
H3 -0.312 -2.186 -0.391

Here is C6H9ClO3 in the gas phase from the OMol25 dataset. Energies are from ωB97M-V/def2-TZVPD.

The SMILES is C=C(Cl)[C@H]1OC1(OC)OC. The energy relative to the best compared isomer or geometry (same formula, charge and spin) comes out at 143.8 kJ/mol. The calculation puts the strongest force on any atom at 5.37 eV/A. The value obtained for the LUMO energy is 0.866 eV. Its HOMO-LUMO gap is 0.3916 hartree.

Atoms and positions in Å:
C1 -2.341 -1.458 1.069
C2 -1.999 -0.282 0.707
Cl1 -2.985 0.561 -0.506
C3 -0.548 0.530 1.236
O1 0.509 -0.333 1.490
C4 0.541 0.367 0.255
O2 1.613 1.198 0.216
C5 1.561 2.274 -0.724
O3 0.290 -0.321 -0.927
C6 0.929 -1.573 -1.030
H1 -3.088 -2.257 0.743
H2 -1.608 -1.951 1.738
H3 -0.776 1.391 1.871
H4 2.530 2.824 -0.584
H5 0.866 2.893 -0.420
H6 1.431 1.947 -1.810
H7 0.444 -2.115 -1.956
H8 0.636 -2.201 -0.220
H9 1.996 -1.493 -1.147

Here is 2 unconnected molecules or ions with the total composition C9H14O from the OMol25 dataset. Energies are from ωB97M-V/def2-TZVPD.

The SMILES is Cc1ccc(O)cc1.CC. The energy relative to the best compared isomer or geometry (same formula, charge and spin) comes out at 18.5 kJ/mol. The calculation puts the strongest force on any atom at 1.41 eV/A. The value obtained for the LUMO energy is 0.903 eV. Its HOMO-LUMO gap is 0.3432 hartree.

Atoms and positions in Å:
C1 0.850 -2.729 -1.096
C2 0.294 -1.993 0.099
C3 0.535 -0.646 0.306
C4 -0.007 0.000 1.424
C5 -0.726 -0.719 2.355
O1 -1.202 -0.023 3.447
C6 -0.948 -2.070 2.178
C7 -0.480 -2.686 1.015
H1 1.090 -3.761 -0.807
H2 1.759 -2.260 -1.440
H3 0.118 -2.794 -1.907
H4 1.155 -0.096 -0.371
H5 0.167 1.060 1.479
H6 -1.518 -0.634 4.139
H7 -1.476 -2.673 2.915
H8 -0.692 -3.740 0.899
C8 0.264 2.563 -1.466
C9 0.008 3.868 -2.207
H9 0.738 2.760 -0.492
H10 -0.687 2.031 -1.317
H11 0.963 1.902 -1.991
H12 -0.680 4.529 -1.670
H13 -0.484 3.710 -3.168
H14 0.959 4.401 -2.324

Here is a molecular structure, C35H45N4O5PSm from the OMol25 dataset. Energies are from ωB97M-V/def2-TZVPD.

The total charge is +1. Its multiplicity is 6. The calculation puts the strongest force on any atom at 2.06 eV/A. The value obtained for the LUMO energy (spin up / spin down) is -2.646 / -2.590 eV. Its HOMO-LUMO gap (spin up / spin down) is 0.2638 / 0.2671 hartree.

Atoms and positions in Å:
Sm1 0.933 0.126 0.601
O1 2.797 1.604 1.694
C1 4.192 1.854 1.433
C2 5.056 0.630 1.707
C3 4.497 -0.629 1.021
C4 4.261 -0.377 -0.442
C5 5.324 -0.372 -1.338
C6 5.088 -0.117 -2.677
C7 3.785 0.117 -3.092
C8 2.782 0.097 -2.148
N1 3.003 -0.125 -0.841
H1 2.728 1.366 2.628
H2 4.526 2.701 2.034
H3 4.254 2.142 0.384
H4 5.131 0.455 2.783
H5 6.062 0.836 1.338
H6 3.565 -0.934 1.492
H7 5.204 -1.449 1.149
H8 6.323 -0.579 -0.978
H9 5.903 -0.115 -3.388
H10 3.544 0.297 -4.130
H11 1.745 0.229 -2.438
O2 -1.317 -1.318 5.936
C9 -1.346 -0.004 5.929
O3 -1.791 0.652 6.834
C10 -0.824 0.698 4.710
C11 -0.945 2.060 4.542
N2 -0.395 2.367 3.361
N3 0.105 1.296 2.738
C12 -0.143 0.263 3.553
C13 0.393 -1.105 3.172
O4 -0.059 -2.096 3.718
O5 1.324 -1.076 2.287
H12 -0.949 -1.710 5.107
H13 -1.397 2.785 5.199
H14 -0.329 3.273 2.933
C14 -1.611 4.044 -2.500
C15 -0.539 3.359 -1.653
C16 0.660 2.978 -2.526
P1 -1.002 1.853 -0.648
C17 -2.379 2.408 0.514
C18 -2.123 3.838 0.998
C19 -3.816 2.245 0.029
C20 -1.734 0.628 -1.775
C21 -2.760 0.956 -2.674
C22 -3.408 0.007 -3.437
C23 -4.511 0.373 -4.396
C24 -3.021 -1.326 -3.276
C25 -2.009 -1.678 -2.413
C26 -1.312 -0.717 -1.652
N4 -0.248 -1.073 -0.839
C27 -0.274 -2.407 -0.315
C28 0.623 -3.385 -0.771
C29 1.613 -3.082 -1.865
C30 0.563 -4.663 -0.231
C31 -0.361 -5.003 0.750
C32 -0.386 -6.390 1.331
C33 -1.247 -4.027 1.186
C34 -1.225 -2.742 0.669
C35 -2.212 -1.712 1.159
H15 -1.260 5.039 -2.779
H16 -2.555 4.164 -1.969
H17 -1.791 3.492 -3.421
H18 -0.195 4.074 -0.900
H19 0.374 2.204 -3.243
H20 1.495 2.611 -1.924
H21 1.010 3.846 -3.088
H22 -2.253 1.729 1.366
H23 -2.486 4.564 0.270
H24 -1.058 4.039 1.148
H25 -2.651 4.019 1.935
H26 -4.047 2.922 -0.794
H27 -4.495 2.480 0.851
H28 -4.016 1.226 -0.298
H29 -3.084 1.982 -2.755
H30 -4.714 1.443 -4.374
H31 -5.429 -0.160 -4.147
H32 -4.238 0.096 -5.416
H33 -3.529 -2.095 -3.847
H34 -1.720 -2.717 -2.311
H35 2.530 -2.654 -1.455
H36 1.195 -2.379 -2.585
H37 1.888 -3.997 -2.390
H38 1.246 -5.420 -0.599
H39 -0.262 -7.143 0.553
H40 -1.322 -6.580 1.853
H41 0.432 -6.512 2.044
H42 -1.970 -4.277 1.955
H43 -2.724 -2.066 2.052
H44 -2.960 -1.497 0.393
H45 -1.721 -0.761 1.401

Question: What is the strongest force on any atom in the seventh record?
Answer: 1.41 eV/A

Question: What is the strongest force on any atom in the second record?
Answer: 4.15 eV/A

Question: What is the strongest force on any atom in the fifth record?
Answer: 4.48 eV/A